# 1
{
  "formula": "C8H7Cl2P",
  "method": "the ωB97M-V functional and the def2-TZVPD basis",
  "species": ["Cl", "C", "C", "P", "Cl", "C", "C", "C", "C", "C", "C", "H", "H", "H", "H", "H", "H", "H"],
  "coordinates": [[1.0355, 2.3436, -0.2968], [2.6640, 1.8289, 0.2477], [2.9492, 0.5038, 0.5546], [2.0660, -1.2794, 0.9995], [2.7020, -2.1284, -0.7094], [0.3335, -0.8522, 0.6958], [-0.4536, -0.2894, 1.7064], [-1.7605, 0.1390, 1.4246], [-2.2431, -0.0551, 0.1647], [-1.4722, -0.7066, -0.8416], [-0.1439, -1.0175, -0.5787], [3.4344, 2.5401, 0.2896], [4.0931, 0.4740, 0.7542], [-0.1695, -0.3965, 2.7358], [-2.2520, 0.6883, 2.0914], [-3.0823, 0.2436, -0.3552], [-1.8357, -0.8592, -1.8584], [0.5937, -1.4275, -1.2933]],
  "forces_ev_per_a": [[1.27, -0.06, 0.55], [-1.97, -4.60, 0.23], [1.11, 1.62, 0.61], [1.20, 3.10, 0.68], [0.36, -0.76, -0.73], [0.19, 0.35, 0.48], [-0.58, -1.13, -0.40], [2.74, -1.53, -2.31], [2.09, -1.63, -2.59], [1.03, 0.34, 0.58], [-0.38, -0.45, -0.82], [0.55, 1.13, -0.26], [-1.93, -0.44, -0.12], [0.50, 0.57, 0.36], [-2.19, 1.84, 2.86], [-2.54, 1.14, 0.47], [-0.25, 0.14, 0.39], [-1.20, 0.36, 0.01]],
  "max_force_ev_per_a": 5.01,
  "e_homo_ha": -0.33321,
  "total_energy_ha": -1570.71981,
  "e_lumo_ev": 0.312,
  "smiles": "Cl/C=C\\P(Cl)c1ccccc1"
}

# 2
{
  "formula": "C8H7ClN2",
  "method": "the ωB97M-V functional and the def2-TZVPD basis",
  "species": ["C", "C", "C", "C", "C", "C", "C", "C", "N", "N", "Cl", "H", "H", "H", "H", "H", "H", "H"],
  "coordinates": [[0.8388, 0.7101, -2.5626], [-0.1081, 1.5082, -1.9209], [1.3575, -0.4000, -1.8116], [-0.4743, 1.3729, -0.5756], [1.0327, -0.6565, -0.4965], [0.1786, 0.3461, 0.1010], [0.0258, 0.2352, 1.5526], [-1.0161, -1.4120, 2.0390], [0.2989, 1.0170, 2.4564], [-1.6389, -1.9810, 1.1674], [-1.2055, -1.6716, 3.7040], [1.1913, 0.8590, -3.5791], [-0.6594, 2.4461, -2.3566], [2.1169, -0.9146, -2.3649], [-1.1622, 2.0266, -0.0387], [1.6311, -1.4163, 0.0793], [0.0034, 0.6808, 3.3454], [-2.4106, -2.7501, 1.2613]],
  "forces_ev_per_a": [[-0.65, -0.86, 1.84], [-1.64, 2.80, -0.84], [-0.07, 1.37, -1.37], [1.47, -1.53, -0.21], [0.11, 1.71, 0.09], [0.55, -1.73, 0.79], [-2.23, -3.14, 0.46], [1.60, 2.96, -0.97], [0.45, 0.84, -0.37], [-2.31, -2.16, -2.34], [0.19, 0.06, 1.72], [-0.26, 0.14, 0.21], [1.46, -2.00, 0.00], [0.27, -0.80, 0.19], [0.29, -0.11, -0.36], [-1.19, 0.86, -0.47], [-0.21, -0.30, 1.13], [2.17, 1.88, 0.53]],
  "max_force_ev_per_a": 3.94,
  "e_homo_ha": -0.32387,
  "total_energy_ha": -878.64962,
  "e_lumo_ev": 0.464
}

# 3
{
  "formula": "C8H7ClNO3S",
  "method": "the ωB97M-V functional and the def2-TZVPD basis",
  "species": ["C", "C", "C", "C", "C", "C", "C", "C", "N", "O", "O", "O", "S", "Cl", "H", "H", "H", "H", "H", "H", "H"],
  "coordinates": [[0.3342, 2.2395, 0.0725], [0.1817, 1.6255, -0.9366], [0.1050, 0.0669, -2.9295], [-0.9200, 3.2611, -4.2991], [0.5140, -1.3643, -2.6048], [0.7790, -0.8243, -1.2168], [0.3026, -0.0550, 1.5114], [-0.6584, -0.3312, 2.6942], [0.4157, 0.5109, -1.6952], [-1.8673, 2.5823, -4.2542], [-0.3789, 0.5362, -3.9373], [-0.0265, 3.9563, -4.3247], [-0.1477, -1.3657, 0.2296], [2.0613, -0.5403, 2.1927], [0.2935, 3.0638, 0.8381], [-0.2148, -2.2277, -2.6034], [1.3817, -1.8997, -3.1452], [1.8732, -0.8260, -1.0164], [-0.5664, 0.3964, 3.4864], [-0.4210, -1.3120, 3.1478], [-1.6658, -0.3618, 2.2767]],
  "forces_ev_per_a": [[-0.39, 3.06, 2.68], [0.60, -1.31, -2.59], [-1.00, -0.79, -2.21], [-3.43, -2.54, 0.42], [0.31, -2.96, -0.31], [2.17, 0.37, 1.79], [0.10, -0.50, 0.05], [0.83, -1.12, -0.92], [-0.59, 0.70, 0.49], [0.37, 1.02, -0.26], [0.66, 0.27, 0.56], [2.65, 1.87, -0.21], [0.05, 0.07, 0.48], [-0.34, -0.03, -0.07], [0.10, -1.80, -1.21], [-0.06, 1.50, -0.14], [-0.89, 1.56, 0.76], [-0.65, -0.05, 0.38], [0.04, 0.47, 0.05], [-0.37, 0.09, 0.04], [-0.15, 0.14, 0.23]],
  "max_force_ev_per_a": 4.29,
  "e_homo_ha": -0.09912,
  "total_energy_ha": -1447.81284,
  "e_lumo_ev": 3.022,
  "total_charge": -1
}

# 4
{
  "formula": "C8H7ClNO4S",
  "method": "the ωB97M-V functional and the def2-TZVPD basis",
  "species": ["C", "C", "C", "C", "C", "C", "C", "C", "N", "O", "O", "O", "O", "S", "Cl", "H", "H", "H", "H", "H", "H", "H"],
  "coordinates": [[-2.7265, -0.1728, 0.7486], [-1.7969, 0.6073, 1.3752], [-2.3575, -1.3234, 0.0921], [-0.4641, 0.3256, 1.2391], [-1.0152, -1.6597, -0.0014], [-0.0622, -0.8665, 0.6589], [0.2244, 2.3138, -2.1197], [2.3808, 0.1302, -0.5531], [3.3845, 0.7972, -0.3892], [0.9719, 2.4399, -2.9956], [-0.3048, 2.7398, -1.1528], [2.0353, -2.4346, 0.1405], [2.3321, -0.7312, 1.8756], [1.7206, -1.0918, 0.6281], [-0.5037, 0.1615, -2.3362], [-3.8009, -0.0094, 0.7416], [-2.1217, 1.4519, 1.9019], [-3.2480, -1.8560, -0.4398], [0.4371, 0.9491, 1.6521], [-0.6775, -2.7511, -0.1299], [1.7316, 0.2376, -1.4389], [3.8606, 0.7426, 0.5030]],
  "forces_ev_per_a": [[-0.86, -0.78, -0.33], [0.08, 0.42, -0.31], [-1.38, -0.80, -1.55], [3.01, 0.56, 1.08], [1.29, -3.03, 1.70], [-0.37, 0.67, -0.56], [-0.62, 0.74, 1.48], [-2.95, -1.10, -1.22], [2.18, 1.75, 0.21], [1.30, -0.02, -1.86], [-0.50, -0.24, 0.38], [-0.62, 1.02, -0.04], [-0.17, 0.49, 0.97], [0.34, -1.94, -0.65], [-0.26, -0.20, -0.43], [0.21, 0.59, 0.39], [-0.25, 1.22, 0.65], [2.20, 0.43, 1.00], [-2.31, -0.78, -0.52], [-0.59, 1.85, -0.92], [0.34, -0.33, 0.12], [-0.09, -0.52, 0.40]],
  "max_force_ev_per_a": 3.71,
  "e_homo_ha": -0.19254,
  "total_energy_ha": -1523.19043,
  "e_lumo_ev": 3.210,
  "total_charge": -1
}

# 5
{
  "formula": "C8H7F2NO3S",
  "method": "the ωB97M-V functional and the def2-TZVPD basis",
  "species": ["C", "C", "C", "C", "C", "C", "C", "C", "N", "O", "O", "O", "F", "F", "S", "H", "H", "H", "H", "H", "H", "H"],
  "coordinates": [[1.0654, 2.1401, 0.6876], [1.8886, 1.0480, 0.6165], [-0.0245, 2.0729, -0.1840], [-0.8565, -3.1346, 0.5347], [-0.3426, -2.0656, -0.1482], [1.5269, -0.2000, -0.1221], [-0.9577, 0.4183, -0.2545], [0.0053, -0.6987, 0.3720], [-0.2374, -2.1739, -1.5348], [-0.1365, -3.2326, -2.1293], [-2.5103, 2.7774, -0.6810], [-0.9168, 4.5835, -0.2011], [2.2422, -1.3759, 0.1484], [-2.0456, 0.5963, 0.4834], [-1.3054, 3.2136, -0.0542], [1.2847, 3.0927, 1.0876], [2.9179, 0.9371, 1.0857], [-0.8692, -4.1175, -0.1159], [-1.1491, -3.3013, 1.5072], [1.6617, -0.0439, -1.2364], [-1.2755, 0.1251, -1.2988], [0.0344, -0.6613, 1.4373]],
  "forces_ev_per_a": [[1.90, -2.25, -1.16], [1.62, -0.13, 1.42], [-4.85, -2.45, 0.07], [1.71, -1.02, -4.55], [-0.80, -2.06, 2.60], [-2.49, -1.51, -0.58], [2.98, 0.59, -0.26], [0.50, 2.56, -3.18], [0.39, 0.14, -2.77], [-0.12, 0.79, 1.58], [-0.66, 0.08, -0.01], [0.20, 0.59, 0.79], [0.91, 1.10, 0.39], [-0.98, -0.39, 0.99], [1.39, -0.59, -1.83], [0.64, 0.64, 0.78], [-1.43, 0.68, -0.39], [-0.33, 2.10, 1.18], [-0.45, 0.45, 2.13], [-0.68, -0.23, 1.10], [0.72, 0.82, 0.96], [-0.16, 0.08, 0.72]],
  "max_force_ev_per_a": 5.44,
  "e_homo_ha": [-0.32580, -0.32549],
  "total_energy_ha": -1187.13929,
  "e_lumo_ev": [-1.875, -1.894]
}

# 6
{
  "formula": "C8H7FO3",
  "method": "the ωB97M-V functional and the def2-TZVPD basis",
  "species": ["C", "C", "C", "C", "O", "O", "C", "O", "C", "F", "C", "C", "H", "H", "H", "H", "H", "H", "H"],
  "coordinates": [[-0.9850, 2.5587, 1.5414], [0.0869, 2.1810, 0.6417], [0.8969, 1.9935, -0.2258], [1.9223, 1.4977, -1.0778], [2.5963, 2.0261, -1.9018], [1.8505, 0.1176, -0.9513], [1.4241, -0.3610, 0.2674], [2.0049, -0.0817, 1.2592], [0.3589, -1.3320, 0.0934], [-0.1706, -1.7691, 1.2474], [-0.2245, -1.7969, -1.0361], [-1.3392, -2.7214, -0.9161], [-1.7083, 1.7550, 1.6304], [-1.3407, 3.5433, 1.4132], [-0.5913, 2.5369, 2.5507], [0.2359, -1.4674, -2.0031], [-2.1829, -2.5804, -1.6787], [-1.9023, -2.4131, -0.0692], [-0.9319, -3.6865, -0.7849]],
  "forces_ev_per_a": [[1.04, -1.59, 1.23], [-0.39, 0.76, -0.79], [-0.31, 1.39, 0.77], [-0.47, -0.72, -0.61], [-0.02, -0.10, 0.43], [0.73, -0.14, -0.88], [1.12, -0.67, -0.73], [-0.09, -0.02, 1.03], [-1.66, -0.85, -1.08], [0.30, 0.14, 0.65], [2.37, 2.11, -0.25], [-2.43, 1.24, -1.40], [-0.61, 0.24, -0.57], [-0.74, 0.87, -0.60], [0.45, 0.18, 0.39], [-0.66, -0.38, 1.00], [1.79, -0.74, 0.24], [-0.19, -0.26, 1.30], [-0.23, -1.45, -0.11]],
  "max_force_ev_per_a": 3.19,
  "e_homo_ha": -0.37257,
  "total_energy_ha": -634.52429,
  "e_lumo_ev": -0.022,
  "smiles": "CC#CC(=O)OC(=O)/C(F)=C/C"
}